Entry 1:
The following is a quantum chemistry calculation of a molecular structure, C24H24F3N3O3Tc, from OMol25.

Structure (ORCA input):
```
! wB97M-V def2-TZVPD RIJCOSX def2/J DEFGRID3
* xyz 2 2
Tc -0.00402 -0.42995 -0.00976
O -3.36972 -0.88992 -2.15588
C -2.36197 -1.09505 -1.56596
O -1.50967 -0.14023 -1.15820
C -1.82715 -2.43507 -1.20209
C -2.46600 -3.59035 -1.58616
C -1.88431 -4.80681 -1.25724
C -0.68583 -4.79443 -0.56302
C -0.11138 -3.58742 -0.21141
N -0.66971 -2.40683 -0.51697
H -3.39265 -3.51192 -2.13845
H -2.35067 -5.73971 -1.54398
H -0.18609 -5.71281 -0.28925
H 0.81744 -3.57502 0.33085
O -0.01060 1.67906 -0.52073
C 0.03212 2.76390 0.42407
C 1.17619 2.45647 1.32700
C 1.82621 3.44767 2.04257
C 2.84884 3.08556 2.90036
C 3.18609 1.74531 2.99937
C 2.48815 0.82499 2.24021
N 1.49113 1.16212 1.41719
H -0.76963 1.79419 -1.11786
H -0.90265 2.78332 0.98939
H 0.15292 3.70099 -0.11468
H 1.53471 4.48259 1.91977
H 3.37914 3.83411 3.47358
H 3.98287 1.41135 3.64896
H 2.74821 -0.22026 2.30452
F 6.62521 -2.45768 0.78867
C 5.64875 -3.36634 0.77169
F 5.70952 -4.08194 1.89238
F 5.84240 -4.17691 -0.26802
C 4.30581 -2.66973 0.63793
C 4.05203 -1.90307 -0.49081
C 2.82987 -1.27492 -0.59660
N 1.88222 -1.37849 0.35133
C 2.13893 -2.11598 1.44474
C 3.33744 -2.77730 1.62322
H 4.79042 -1.79503 -1.27387
H 2.60005 -0.65611 -1.45626
H 1.35161 -2.15962 2.18692
H 3.50945 -3.36009 2.51719
C -1.74471 0.61015 4.83445
C -1.87380 -0.73695 4.11214
C -3.35539 -1.12420 3.95173
C -1.12044 -1.83453 4.89077
C -1.26679 -0.63557 2.78789
C -0.74519 -0.55401 1.67433
H -2.17268 0.52579 5.83324
H -2.28496 1.39328 4.30159
H -0.69859 0.90353 4.93492
H -3.80835 -1.20709 4.93991
H -3.45779 -2.08445 3.44622
H -3.90155 -0.36704 3.38945
H -1.58014 -1.93507 5.87413
H -0.07057 -1.57281 5.03267
H -1.18670 -2.79830 4.38440
*
```

For the orbital gap (spin up / spin down), the calculation gives 7.0 / 6.6 eV. For the energy above the lowest of the compared OMol25 structures with the same formula, charge and spin, the calculation gives 0.8665 eV. The expectation value of S² is 0.866.



Entry 2:
The following is a quantum chemistry calculation of a molecular structure, C24H24F3N4O8P2W, from OMol25.

Structure (ORCA input):
```
! wB97M-V def2-TZVPD RIJCOSX def2/J DEFGRID3
* xyz 1 3
W -0.91160 0.48614 -0.44923
C 0.27443 4.16389 3.76097
C 0.88978 3.74331 2.59182
C 0.39238 2.65414 1.89596
C -0.73140 1.98855 2.36441
C -1.33926 2.39218 3.54800
C -0.83470 3.47806 4.23952
N -1.23730 0.85169 1.62307
N -1.88839 0.05676 2.30095
C -2.20665 -1.12417 1.65922
C -2.92189 -2.08090 2.38073
C -3.23295 -3.27488 1.76915
C -2.81140 -3.50001 0.45751
C -2.08326 -2.54412 -0.23814
C -1.76118 -1.33391 0.35101
H 0.66463 5.01420 4.30536
H 1.76760 4.25797 2.22309
H 0.91122 2.29988 1.01828
H -2.19895 1.85008 3.91318
H -1.30686 3.78715 5.16265
H -3.20442 -1.86931 3.40531
H -3.79222 -4.03313 2.30063
H -3.06151 -4.43331 -0.03132
H -1.77052 -2.75098 -1.25128
C -1.04118 0.73756 -5.60045
C -0.00520 0.30290 -4.62764
O 1.14932 0.97543 -4.52060
P -0.35392 -0.77616 -3.27307
O -0.98645 -2.05319 -3.96196
O 1.03965 -1.25852 -2.74110
O -1.33716 -0.58999 -2.11264
P -0.62586 2.69668 -1.93997
O -1.84958 2.03091 -2.87541
O 0.28410 1.35340 -1.82245
O -1.27605 2.46777 -0.46881
H -0.74398 0.48960 -6.62501
H -1.19748 1.81836 -5.54729
H -1.99018 0.24170 -5.39945
H 1.18707 1.70157 -5.15774
H -0.46869 -2.43294 -4.68052
H 1.74826 -0.59935 -2.77926
H -2.39507 2.71095 -3.28579
F 7.24186 -2.97046 3.25488
C 7.01781 -3.08657 1.93683
F 8.06127 -2.54137 1.30121
F 7.01454 -4.39979 1.65623
C 5.71327 -2.44505 1.54723
C 4.54150 -2.94219 2.10396
C 3.32816 -2.37273 1.77141
C 3.27896 -1.30058 0.87383
C 4.46267 -0.80989 0.32392
C 5.67959 -1.37933 0.66304
C 2.01568 -0.73595 0.50032
C 0.93919 -0.28481 0.16815
H 4.58478 -3.77278 2.79744
H 2.40718 -2.75262 2.19408
H 4.42566 0.02343 -0.36609
H 6.59872 -0.99920 0.24132
N -5.33630 0.86844 -0.73297
C -4.11538 1.35491 -0.43636
N -4.01363 2.60924 0.03394
O -3.12144 0.63049 -0.62039
H -6.18079 1.36969 -0.52744
H -5.39403 -0.09882 -0.99766
H -4.81193 3.17510 0.25402
H -3.08051 2.96490 0.17742
*
```

For the orbital gap (spin up / spin down), the calculation gives 6.3 / 7.1 eV. The expectation value of S² is 2.016.



Entry 3:
The following is a quantum chemistry calculation of a molecular structure, C24H24F9NO2P2Ru, from OMol25.

Structure (ORCA input):
```
! wB97M-V def2-TZVPD RIJCOSX def2/J DEFGRID3
* xyz 2 5
C 3.65901 -1.20780 -1.92697
C 2.83928 -0.16560 -1.48100
C 1.75827 0.29068 -2.29813
C 1.87067 0.04503 -3.71020
C 2.77942 -0.89520 -4.20626
C 3.62320 -1.59110 -3.28833
C 1.24166 1.23141 -4.34959
C -0.19394 1.25416 -3.97028
C -0.19317 1.42179 -2.54477
C -1.25463 2.19690 -1.98663
C -2.45768 2.35065 -2.69237
C -2.51343 1.99164 -4.06114
C -1.34231 1.51775 -4.72768
H 4.33900 -1.68263 -1.21543
H 2.86950 -1.19697 -5.28548
H 4.32729 -2.39929 -3.59978
H 1.63795 1.72404 -5.20733
H -3.31957 2.76679 -2.18126
H -3.48057 2.16906 -4.58659
H -1.44159 1.33589 -5.82781
N 0.75164 0.98681 -1.58806
Ru -0.23092 -0.31117 0.48213
C 2.89253 0.48309 -0.12083
H 2.55552 1.53102 -0.18952
H 3.90171 0.47299 0.31591
C -0.98869 2.68925 -0.59456
H 0.08712 2.88917 -0.46061
H -1.54416 3.59910 -0.33416
P 1.72403 -0.27725 1.08206
P -1.34607 1.40727 0.68840
C -3.12463 1.09506 0.46479
H -3.43751 0.30630 1.16133
H -3.70601 2.00876 0.65523
H -3.30311 0.76616 -0.56603
C -1.22388 2.22925 2.29455
H -1.91749 3.07851 2.34389
H -1.47780 1.49518 3.07077
H -0.19820 2.58127 2.44489
C 2.37370 -1.96985 1.26599
H 3.46364 -1.96053 1.40627
H 1.89073 -2.44037 2.13075
H 2.13311 -2.53767 0.35883
C 2.04615 0.51597 2.67440
H 1.36869 0.07244 3.41388
H 3.08811 0.36105 2.98116
H 1.84289 1.58840 2.59111
C -0.37089 -0.90653 -1.30242
O -0.49720 -1.34553 -2.39399
H 1.58492 1.98194 -3.61984
F 0.71953 -2.56294 4.09694
C -0.56389 -2.30185 4.47080
F -1.05012 -3.40091 5.10582
F -0.52660 -1.25780 5.33920
C -1.44294 -1.93394 3.19952
O -0.81166 -0.91241 2.53643
C -1.64434 -3.20117 2.30541
F -2.42332 -4.11677 2.93102
F -2.24115 -2.85302 1.13046
F -0.44289 -3.76938 2.00994
C -2.84442 -1.43024 3.73020
F -3.38522 -2.30397 4.61800
F -2.71473 -0.21749 4.32765
F -3.71454 -1.28540 2.68931
*
```

For the orbital gap (spin up / spin down), the calculation gives 5.6 / 3.6 eV. For the energy above the lowest of the compared OMol25 structures with the same formula, charge and spin, the calculation gives 5.6012 eV. The expectation value of S² is 6.066.



Entry 4:
The following is a quantum chemistry calculation of a molecular structure, C24H24FeNO3, from OMol25.

Structure (ORCA input):
```
! wB97M-V def2-TZVPD RIJCOSX def2/J DEFGRID3
* xyz 1 5
C 1.82248 3.17604 -1.10708
C 1.63144 3.92062 0.22367
C 0.99504 2.91960 1.19620
N 1.16058 1.61609 0.57591
C 0.57881 0.51138 1.12600
C -0.22434 0.56833 2.25227
C -1.45701 -0.23812 2.34847
C -1.70185 -1.14390 1.10590
C -0.46449 -1.59357 0.39088
C 0.68157 -0.77627 0.41432
C 1.86042 -1.19961 -0.22213
C 1.86443 -2.36681 -0.98102
C 0.69979 -3.14727 -1.06506
C -0.45263 -2.75710 -0.38405
C 1.38946 1.72576 -0.86277
H 1.21236 3.60923 -1.90427
H 2.86591 3.20171 -1.43223
H 2.59172 4.26316 0.61775
H 0.98519 4.79339 0.10468
H 1.45048 2.93902 2.19260
H -0.07215 3.16630 1.32835
H -0.05110 1.32240 3.01965
H -1.42165 -0.83770 3.26778
H -2.34098 0.41812 2.43511
H -2.31912 -2.01257 1.37428
H -2.29975 -0.54445 0.39806
H 2.77473 -0.61105 -0.10526
H 2.77571 -2.67116 -1.49595
H 0.69504 -4.05111 -1.67230
H -1.35698 -3.36685 -0.42311
H 0.47203 1.50642 -1.44045
H 2.14579 1.01336 -1.20366
O 0.10588 0.93294 10.09803
C 0.13527 0.44702 9.04335
Fe 0.06515 -0.11541 7.37786
C -1.72940 -0.02597 7.34614
O -2.83447 0.33433 7.40827
C 0.18137 1.58540 6.84821
O 0.19481 2.72336 6.60970
C 0.77871 -1.25925 4.61962
C 2.00414 -0.64551 4.77619
C 2.52498 -0.20810 5.98432
C 2.03367 -0.50551 7.28745
C 1.36540 -1.73368 7.65183
C 0.25041 -2.12419 6.94491
C -0.11821 -1.42118 5.73472
H 0.48080 -1.64179 3.63710
H 2.60426 -0.46581 3.87688
H 3.44341 0.39177 5.94140
H 2.56326 0.02205 8.09807
H 1.65920 -2.23221 8.57768
H -0.40349 -2.92232 7.31309
H -1.17366 -1.50671 5.41373
*
```

For the orbital gap (spin up / spin down), the calculation gives 4.7 / 5.6 eV. The expectation value of S² is 6.090.



Entry 5:
The following is a quantum chemistry calculation of a molecular structure, C24H24IN3Pb, from OMol25.

Structure (ORCA input):
```
! wB97M-V def2-TZVPD RIJCOSX def2/J DEFGRID3
* xyz 0 1
C 1.26768 5.01726 -0.66306
C 4.04162 1.17195 -0.64095
H 0.55071 4.71262 -1.45177
H 1.94784 5.81186 -1.01916
H 0.74343 5.35991 0.23196
H 3.57508 0.67662 -1.50190
H 5.11522 1.31806 -0.84529
H 3.86870 0.54875 0.23513
C -1.73777 2.33273 -1.91901
C -3.09586 2.20094 -2.27378
C -3.53567 0.94877 -2.70626
C -2.61051 -0.09394 -2.79780
H -1.35213 3.28440 -1.54606
H -3.75534 3.06362 -2.19957
H -4.57707 0.78303 -2.98727
H -2.89930 -1.07772 -3.16305
N -0.85167 1.34081 -2.00415
C -1.25959 0.13029 -2.41272
C -0.23471 -0.95625 -2.43915
N 1.01433 -0.66204 -2.04633
C 1.94904 -1.61075 -2.05511
C 0.39574 -3.27299 -2.84066
C 1.69340 -2.94886 -2.43168
H 2.95173 -1.29489 -1.74509
H 2.48886 -3.69417 -2.40255
C -0.57282 -2.26611 -2.85910
H -1.58480 -2.45511 -3.20476
H 0.13212 -4.28569 -3.15545
Pb 2.70481 3.10564 -0.63963
I 0.55446 2.87193 1.31025
C -2.90289 1.55541 3.59097
C -3.05329 1.36491 2.21151
C -2.03090 0.80173 1.48071
C -0.86679 0.31225 2.13617
C -0.69510 0.57798 3.52816
C -1.71542 1.18657 4.23734
N 0.11683 -0.22858 1.37126
C 0.68328 -1.42119 1.62548
C 2.04367 -1.62493 1.25054
C 2.62412 -2.86799 1.39841
C 1.88826 -3.93562 1.93488
C 0.56213 -3.74681 2.34900
C -0.04127 -2.50524 2.21684
H -3.71772 1.99438 4.17067
H -3.96588 1.66021 1.69776
H -2.04727 0.71823 0.39652
H 0.26550 0.32062 3.98024
H -1.57631 1.36985 5.30405
H 2.57851 -0.76747 0.84614
H 3.65577 -3.01832 1.09281
H 2.35291 -4.91804 2.04451
H -0.01302 -4.56917 2.77691
H -1.07263 -2.31946 2.53311
*
```

For the orbital gap (spin up / spin down), the calculation gives 2.6 / 2.6 eV. For the energy above the lowest of the compared OMol25 structures with the same formula, charge and spin, the calculation gives 6.8067 eV.



Entry 6:
The following is a quantum chemistry calculation of a molecular structure, C24H24N2PtSSi, from OMol25.

Structure (ORCA input):
```
! wB97M-V def2-TZVPD RIJCOSX def2/J DEFGRID3
* xyz 0 1
Pt 0.58996 1.31161 0.78279
C -1.26405 1.31198 -1.79898
C 0.10153 0.81238 -2.15377
C 0.36839 0.43429 -3.48797
C 1.59709 -0.03148 -3.83668
C 2.60488 -0.14147 -2.85622
C 3.89456 -0.63430 -3.14577
C 4.81785 -0.73874 -2.14103
C 4.48932 -0.36699 -0.82661
C 3.23952 0.11927 -0.50910
S 2.78334 0.52972 1.12161
C 2.28074 0.24427 -1.54153
N 1.03259 0.72285 -1.21789
H -1.88931 1.36597 -2.68820
H -1.21176 2.29550 -1.33129
H -1.72999 0.63563 -1.08008
H -0.42585 0.51969 -4.21592
H 1.81323 -0.32817 -4.85593
H 4.13022 -0.92547 -4.16129
H 5.81046 -1.11547 -2.35042
H 5.22588 -0.46963 -0.03981
C 0.64597 -1.36531 3.03520
Si -0.22076 -0.77400 1.49135
C -2.04635 -0.71565 1.87521
C 0.05730 -1.97054 0.06930
C 1.31319 -2.54434 -0.14774
C 1.54774 -3.37095 -1.23692
C 0.52448 -3.64388 -2.13440
C -0.73483 -3.09877 -1.92917
C -0.96279 -2.27275 -0.83641
H 0.15254 -2.27742 3.38291
H 0.56401 -0.61414 3.82345
H 1.70132 -1.57554 2.87316
H -2.33879 -1.69976 2.25447
H -2.68261 -0.48420 1.01933
H -2.25795 0.02344 2.64830
H 2.12486 -2.32885 0.53792
H 2.53162 -3.79769 -1.38854
H 0.70617 -4.28629 -2.98700
H -1.54122 -3.32013 -2.61764
H -1.95627 -1.86416 -0.68788
N -0.52770 2.45065 1.60908
C -1.73895 2.69789 2.20048
C -2.94572 2.39588 1.55658
C -4.15605 2.74394 2.13067
C -4.19882 3.35943 3.37371
C -3.00667 3.65194 4.02655
C -1.79122 3.35057 3.44154
H -2.91105 1.90537 0.59212
H -5.07694 2.51625 1.60800
H -5.14754 3.61454 3.82629
H -3.02599 4.13888 4.99349
H -0.85961 3.60417 3.93068
*
```

For the orbital gap, the calculation gives 6.5 eV. For the energy above the lowest of the compared OMol25 structures with the same formula, charge and spin, the calculation gives 0.0000 eV.



Largest force on an atom: 0.0327; 0.0304; 0.1499; 0.0914; 0.0427; 0.0123 (hartree/bohr)